C3H7NOS | ωB97M-V with the def2-TZVPD basis set

Geometry as XYZ:
```
13
Properties=species:S:1:pos:R:3:forces:R:3
C 1.7399 2.1895 -2.0121 -0.2438 -0.0369 0.2222
C -0.2991 -1.6647 -0.2547 -0.3702 0.4722 -0.0175
C 1.0591 2.0414 -1.0420 0.3270 0.0033 -0.3452
N -0.3605 0.2150 1.5347 -0.4250 0.0302 -0.6695
O -2.4018 -1.3781 1.2948 -0.6813 -0.4061 0.2210
S -1.5313 -0.5288 0.4883 1.6777 0.0990 0.4152
H 2.3230 2.3170 -2.8758 0.3152 0.0973 -0.4454
H 0.0972 -2.3233 0.5100 -0.0252 -0.0051 0.2527
H 0.4908 -1.0740 -0.7047 0.0927 0.0916 -0.0692
H -0.8012 -2.2584 -1.0134 -0.1414 0.0237 -0.0089
H 0.5024 1.8586 -0.1719 -0.3431 -0.0957 0.5392
H -0.7562 1.0329 1.9859 -0.1895 -0.0722 -0.0644
H -0.0624 -0.4271 2.2610 0.0069 -0.2013 -0.0303
```
Forces are in eV/Å.

The energy relative to the best compared isomer or geometry (same formula, charge and spin) comes out at 344.9 kJ/mol. Its charge is 0. The HOMO-LUMO gap is 10.3 eV.